The following is a quantum chemistry calculation of an isolated molecule of C11H11NO3 at a distorted geometry, from the Open Molecules 2025 dataset.

Values from the calculation:
**SMILES string**: O=C1Nc2ccccc2C12OCCCO2
**Kohn-Sham gap**: 9.5 eV
**Energy relative to the best compared isomer or geometry (same formula, charge and spin)**: 113.04 kcal/mol
**E_HOMO**: -8.78 eV
**Largest force on an atom**: 0.126 hartree/bohr

Atoms and positions in Å:
C 0.3840 1.7904 0.0007
C -1.7865 0.9168 0.0960
C -3.1026 1.0395 0.1632
C -3.7399 -0.2744 -0.0249
C -2.9173 -1.3566 -0.2303
C -1.5463 -1.3191 -0.0943
C -0.8860 -0.0976 0.0628
C 0.5051 0.2272 0.2383
C 2.3429 -1.0326 1.0643
C 3.0529 -0.1819 0.0669
C 2.3597 -0.3051 -1.2483
H -1.1490 3.0679 0.2833
H -3.6348 1.9642 0.5329
H -4.9446 -0.3148 0.1354
H -3.5940 -2.2776 -0.5730
H -1.0038 -2.3448 0.1743
H 1.9595 -1.8172 0.3100
H 2.8912 -1.3220 1.9068
H 3.2289 0.6801 0.6248
H 4.1872 -0.4543 -0.2911
H 2.5018 -1.1394 -1.9219
H 2.5402 0.6662 -1.6692
N -0.8971 2.0563 0.0922
O 1.3197 2.6279 -0.1294
O 1.0289 -0.2964 1.4079
O 0.8997 -0.5029 -0.9775



The following is a quantum chemistry calculation of an isolated ion of composition C11H20N2P and charge +1 at a distorted geometry, from the Open Molecules 2025 dataset.

Values from the calculation:
**Charge**: +1
**SMILES string**: C=C/C(C)=C\P=C\N1CC[NH+](C)CC1
**Kohn-Sham gap**: 7.5 eV
**Energy relative to the best compared isomer or geometry (same formula, charge and spin)**: 55.64 kcal/mol
**E_HOMO**: -10.53 eV
**Largest force on an atom**: 0.088 hartree/bohr

Atoms and positions in Å:
C -0.4736 -2.5749 0.6088
C -2.8256 -2.3017 0.6893
C -1.8882 -3.2087 0.9403
C 0.1759 -1.6985 1.3116
C 0.3269 1.6587 1.3651
C -1.2000 2.0983 -0.4919
C 1.5795 1.3999 0.3942
C -0.0022 1.9050 -1.4660
C -1.4895 0.0871 1.0356
C -2.0310 -4.6382 1.5352
C 2.2791 2.5360 -1.8375
N -0.9320 1.3855 0.7608
N 1.2409 2.2839 -0.8062
P -2.5821 -0.5768 -0.0578
H -0.2296 -2.9842 -0.3636
H -3.8429 -2.6052 0.7037
H 0.0604 -1.4599 2.3250
H 1.1196 -1.3495 1.0145
H 0.3892 1.0005 2.1988
H 0.3387 2.8417 1.4756
H -1.2380 3.2160 -0.1906
H -2.1327 1.7346 -0.8451
H 2.5537 1.7036 0.6784
H 1.4523 0.3610 0.1166
H 0.1242 0.8235 -1.6855
H -0.1213 2.6061 -2.3385
H -1.6178 -0.1188 2.0846
H -2.3069 -5.3290 0.8048
H -2.7811 -4.7547 2.2916
H -1.0659 -4.9607 1.8577
H 1.9055 3.2803 -2.5829
H 3.2454 2.8789 -1.2949
H 2.4561 1.6575 -2.4270
H 1.0209 3.2235 -0.3422



The following is a quantum chemistry calculation of C41H43FN4O3S2SiW as an isolated structure, from the Open Molecules 2025 dataset.

Values from the calculation:
**Charge**: +2
**Kohn-Sham gap (alpha / beta)**: 7.1 / 7.2 eV
**Spin multiplicity**: 3
**Energy relative to the best compared isomer or geometry (same formula, charge and spin)**: 2.21 kcal/mol
**E_HOMO (alpha / beta)**: -13.01 / -13.07 eV
**Largest force on an atom**: 0.012 hartree/bohr

Atoms and positions in Å:
W 0.2262 -0.1162 0.5141
C -7.3774 0.7038 0.7086
C -6.8723 -0.3423 1.6848
C -7.4658 -0.1622 3.0710
C -7.0448 -1.3071 3.9742
C -5.5497 -1.4639 3.9707
C -4.9077 -2.0790 5.0211
C -3.5201 -2.2021 5.0323
F -2.9459 -2.8120 6.0704
C -2.7420 -1.7061 4.0282
C -3.3674 -1.0688 2.9482
C -2.5552 -0.5202 1.8835
O -1.2808 -0.6453 1.9609
C -3.2337 0.1201 0.8361
C -4.6214 0.1632 0.8489
N -5.3728 -0.3444 1.8065
C -4.7674 -0.9612 2.9080
C -2.5781 0.7936 -0.3137
O -3.1980 1.3036 -1.2098
O -1.2445 0.8301 -0.2779
H -8.4650 0.7013 0.7571
H -7.1082 0.4958 -0.3258
H -7.0332 1.7039 0.9777
H -7.1302 -1.3394 1.3158
H -8.5502 -0.1294 2.9774
H -7.1446 0.7983 3.4838
H -7.5064 -2.2382 3.6330
H -7.3859 -1.1442 4.9962
H -5.4790 -2.4652 5.8559
H -1.6672 -1.7977 4.0569
H -5.1174 0.6427 0.0193
C 2.0601 0.3941 -0.3738
Si 2.6854 2.1501 -0.0777
C 2.0324 2.2881 1.7020
N 0.5988 1.8664 1.8282
C -0.2680 3.0384 1.3758
C -0.9373 3.8012 2.5131
C 0.0425 4.1014 3.6363
C 0.5838 2.7812 4.2059
C 0.3165 1.5980 3.2735
C 2.0578 3.3871 -1.3261
C 2.9318 4.3871 -1.7668
C 2.5325 5.3250 -2.7090
C 1.2513 5.2791 -3.2351
C 0.3623 4.2975 -2.8140
C 0.7654 3.3670 -1.8701
C 4.5433 2.2061 0.0086
C 5.2917 1.7981 -1.1011
C 6.6767 1.8236 -1.0806
C 7.3418 2.2657 0.0565
C 6.6207 2.6795 1.1661
C 5.2326 2.6478 1.1394
H 2.7068 -0.1302 0.3677
H 2.3102 -0.0304 -1.3504
H 2.1695 3.2737 2.1499
H 2.6417 1.5908 2.2897
H -1.0206 2.6897 0.6810
H 0.3804 3.7128 0.8186
H -1.7915 3.2373 2.9005
H -1.3452 4.7193 2.0882
H -0.4338 4.6922 4.4170
H 0.8586 4.7135 3.2451
H 0.1023 2.5447 5.1566
H 1.6502 2.8580 4.4183
H -0.7159 1.2610 3.3514
H 0.9539 0.7728 3.5683
H 3.9418 4.4308 -1.3766
H 3.2265 6.0888 -3.0339
H 0.9393 6.0068 -3.9727
H -0.6413 4.2650 -3.2180
H 0.0475 2.6259 -1.5371
H 4.7865 1.4644 -2.0026
H 7.2389 1.5069 -1.9491
H 8.4234 2.2921 0.0742
H 7.1380 3.0320 2.0486
H 4.6895 2.9859 2.0159
C 1.5329 -1.6747 3.6804
C 1.3157 -2.5050 2.4681
N 0.8816 -2.0808 1.2909
C 0.7628 -3.1368 0.3952
C 1.1166 -4.3433 0.8936
S 1.6092 -4.1705 2.5128
C 0.3009 -2.8109 -0.9400
C 0.2101 -3.6012 -2.0338
S -0.2685 -2.6641 -3.3725
C -0.3266 -1.2531 -2.4218
N -0.0277 -1.4859 -1.1536
C -0.6146 0.0636 -3.0543
H 0.6123 -1.1533 3.9349
H 2.3258 -0.9430 3.5134
H 1.8266 -2.2981 4.5224
H 1.1122 -5.2981 0.3952
H 0.4200 -4.6543 -2.1179
H -0.6470 -0.0464 -4.1366
H 0.1783 0.7710 -2.8050
H -1.5606 0.4859 -2.7185



The following is a quantum chemistry calculation of an isolated molecule of C13H14NP at a distorted geometry, from the Open Molecules 2025 dataset.

Values from the calculation:
**SMILES string**: CPn1c2c(c3ccccc31)=CCCC=2
**Kohn-Sham gap**: 7.7 eV
**Energy relative to the best compared isomer or geometry (same formula, charge and spin)**: 36.07 kcal/mol
**E_HOMO**: -7.39 eV
**Largest force on an atom**: 0.119 hartree/bohr

Atoms and positions in Å:
C 2.9282 -2.0856 -0.0116
C 3.4915 -0.8495 0.1826
C 1.5410 -2.2139 -0.1099
C 2.7601 0.3116 0.2736
C 0.7867 -1.0453 -0.1059
C 1.3227 0.2438 0.1369
C -1.4830 -2.0286 -0.3596
C -2.3205 0.5833 0.7309
C -0.6836 -1.0040 -0.1321
C -1.1087 0.2200 0.3040
C -2.9727 -1.7261 -0.2296
C -3.2946 -0.5709 0.6869
C 0.7690 3.7166 -1.1354
N 0.4200 1.2313 0.3493
P 0.1074 2.8741 0.4160
H 3.5550 -2.9475 -0.0516
H 4.5428 -0.8830 0.2666
H 0.9359 -3.0822 -0.4621
H 3.2194 1.2264 0.5400
H -1.2420 -3.0644 -0.5793
H -2.7041 1.5125 1.0217
H -3.2683 -1.3862 -1.2570
H -3.6849 -2.5418 0.0644
H -3.0419 -0.9762 1.6638
H -4.3279 -0.2587 0.5981
H 0.7447 4.7451 -0.8720
H 0.0420 3.2960 -2.0599
H 1.7477 3.3671 -1.2561
H 1.2181 3.3363 1.3873



The following is a quantum chemistry calculation of C35H31N3O2S2Sn as an isolated structure at a distorted geometry, from the Open Molecules 2025 dataset.

Values from the calculation:
**Charge**: +2
**Kohn-Sham gap**: 7.1 eV
**Energy relative to the best compared isomer or geometry (same formula, charge and spin)**: 16.25 kcal/mol
**E_HOMO**: -13.35 eV
**Largest force on an atom**: 0.029 hartree/bohr

Atoms and positions in Å:
Sn -0.2872 0.5461 -0.3125
S -4.4417 -1.2056 -0.2075
C -3.4265 -2.5972 0.0206
C -3.8096 -3.9353 0.1296
C -2.8138 -4.8728 0.2988
C -1.4637 -4.4928 0.3643
C -1.0895 -3.1706 0.2555
C -2.0899 -2.2168 0.0833
N -1.9249 -0.8285 -0.0427
C -3.0698 -0.1988 -0.2133
C -3.0720 1.2675 -0.4276
C -4.2362 2.0189 -0.4983
C -4.1480 3.3940 -0.6788
C -2.9048 4.0058 -0.7822
C -1.7373 3.2513 -0.7064
C -1.8146 1.8751 -0.5332
H -4.8497 -4.2299 0.0895
H -3.0769 -5.9177 0.3918
H -0.7067 -5.2519 0.5076
H -0.0489 -2.8857 0.3159
H -5.2111 1.5528 -0.4104
H -5.0501 3.9877 -0.7375
H -2.8440 5.0766 -0.9240
H -0.7803 3.7511 -0.7943
N -3.6646 2.4643 4.0400
C -2.8692 1.5789 4.6959
O -3.1252 1.1105 5.7786
C -1.6061 1.1464 3.9850
C -0.5463 0.6716 4.7485
C 0.6021 0.2411 4.1123
C 0.6486 0.2614 2.7303
N -0.3846 0.6861 1.9852
C -1.4871 1.1353 2.6128
H -4.4765 2.7992 4.5341
H -3.3180 3.0206 3.2800
H -0.6501 0.6493 5.8262
H 1.4530 -0.1192 4.6727
H 1.5270 -0.0691 2.1938
H -2.3003 1.4645 1.9802
C -0.1870 -2.5608 -3.5879
S -0.8350 -0.9239 -3.6898
C -2.5644 -1.2597 -3.5361
O -0.4249 -0.2549 -2.3733
H -0.4555 -3.0975 -4.4988
H -0.5847 -3.0600 -2.7036
H 0.8963 -2.4640 -3.5305
H -2.9098 -1.7441 -4.4504
H -3.0609 -0.2955 -3.4332
H -2.7443 -1.8984 -2.6704
C 6.3837 -2.1470 -0.3937
C 5.4478 -2.8927 0.3058
C 4.1253 -2.4752 0.3418
C 3.7311 -1.3047 -0.3055
C 4.6805 -0.5676 -1.0208
C 5.9972 -0.9897 -1.0609
C 2.3148 -0.9048 -0.2105
C 1.8270 0.3209 -0.4637
C 2.4415 1.6416 -0.8379
C 2.3527 2.1262 -2.1371
C 2.9228 3.3530 -2.4540
C 3.5754 4.0901 -1.4742
C 3.6588 3.6090 -0.1774
C 3.0872 2.3808 0.1434
H 7.4158 -2.4700 -0.4289
H 5.7478 -3.7967 0.8180
H 3.3919 -3.0630 0.8846
H 4.3939 0.3271 -1.5542
H 6.7286 -0.4183 -1.6170
H 1.6432 -1.6887 0.1128
H 1.8525 1.5370 -2.8977
H 2.8745 3.7254 -3.4686
H 4.0267 5.0405 -1.7265
H 4.1804 4.1753 0.5827
H 3.1635 1.9862 1.1501